A 6-piece molecular cluster, C24H63BNO7P overall. Source: the Open Molecules 2025 dataset; level of theory: wB97M-V/def2-TZVPD.

## Properties
F_max = 0.84 eV/A
SMILES = CCOB(O)P(N)CC.CCOCC.CCOCC.CCOCC.CCOCC.CCOCC
orbital gap = 8.759 eV
E_LUMO = 0.53 eV

Each line ends with the Mulliken charge.
CARTESIAN COORDINATES (ANGSTROEM)
C (5.522272, 1.835164, -0.217313)  0.1630
H (8.048721, 0.299382, -5.719160)  0.2734
O (-5.966729, 0.308803, 4.378504)  -0.3973
H (0.046789, -3.678013, 4.415295)  0.2628
O (0.011733, -0.382741, 2.075830)  -0.4097
H (-5.448792, 2.275114, 4.784512)  0.3595
H (6.805156, 1.470537, -3.484366)  0.1377
H (-0.764727, -5.801878, -3.424710)  0.3379
H (-8.197539, 1.664373, 5.049545)  0.2314
C (7.349756, 2.321487, -6.000966)  -0.3087
H (-5.642165, 2.284593, 1.657221)  -0.1009
O (6.768754, 1.601485, 0.413148)  -0.4535
P (1.095091, -3.054378, 2.454455)  -0.3085
H (-6.279946, -0.370631, 6.311685)  0.3141
H (-0.935953, -3.623804, 1.168935)  0.2008
H (7.670605, 3.824898, -3.678024)  0.2690
H (-0.568306, -5.719879, 2.369770)  0.3574
H (4.318341, 1.545204, 1.548464)  0.3062
O (-5.454584, 1.996356, -0.385874)  -0.4639
H (6.440379, -0.297981, 1.175662)  0.2986
H (-3.479124, 4.730040, -0.132504)  0.3979
H (8.101494, 0.260317, 1.055266)  0.3443
H (1.755900, -1.492425, -0.099723)  0.2011
H (7.708028, -1.472312, -0.638719)  0.4334
H (5.414021, 2.920516, -0.242631)  0.3448
C (-7.482215, 2.890319, 0.694243)  -1.2189
H (7.717487, 3.345338, -5.866864)  0.2761
H (-1.276921, -1.304720, 0.707549)  -0.1229
H (9.295114, 1.438765, -6.256732)  0.3896
H (6.350761, -0.582582, -1.320614)  0.2408
C (0.085431, -4.004074, 1.223141)  0.2192
H (-4.352387, 3.039944, -1.683354)  0.3358
H (-2.277046, -0.827309, 3.109118)  0.0416
H (-4.432212, 1.375678, 3.672303)  -0.2535
C (7.144661, 0.242150, 0.533190)  -0.2971
C (0.060547, -5.502458, 1.507933)  -1.4949
C (-3.961060, 3.839256, 0.271109)  -0.8698
H (-0.181553, -2.217541, -3.941305)  0.3196
H (4.356009, 0.137939, 0.490328)  0.2124
H (3.402152, 1.537217, 0.032072)  0.4319
C (-1.045525, -4.785125, -3.698905)  -0.3353
H (-0.345228, -6.043378, 0.655079)  0.3595
H (-8.099314, 2.757132, 1.583219)  0.3890
O (-0.309757, -3.955491, -2.817076)  -0.4061
H (-2.020359, -1.038767, -2.706441)  0.4088
H (-1.078571, -3.566841, -5.504181)  0.2668
H (-3.311767, -0.558932, 1.698489)  0.4254
H (-0.788688, -2.423464, 3.701082)  0.1690
C (-7.664154, 1.238232, 5.900353)  -1.0054
H (8.754427, 1.450538, -4.581939)  0.2456
H (-3.215855, 1.705637, 5.770985)  0.4122
C (-6.249185, 2.007945, 0.787480)  0.2557
H (-8.393104, 0.931503, 6.650760)  0.4036
H (0.557680, -3.847846, 0.248420)  0.0395
H (-4.503729, 0.955916, 6.707858)  0.3826
H (-2.120732, -4.689233, -3.509760)  0.3107
C (-4.014013, 0.963942, 5.733090)  -1.3945
H (-7.047884, 2.023194, 6.340861)  0.2675
H (7.106692, 2.208850, -7.057631)  0.3417
C (-1.954242, -2.127218, -2.702907)  -1.1574
H (-2.537708, 0.797776, 2.492945)  0.2386
C (-4.981663, 1.298301, 4.610648)  0.3575
C (-6.837383, 0.041046, 5.462605)  -0.3278
H (1.060886, -5.882367, 1.702689)  0.3849
H (6.536467, 3.685379, -2.340646)  0.3204
C (7.302828, -0.472797, -0.798908)  -0.9617
H (-7.226449, 3.948830, 0.625097)  0.2852
H (-7.496724, -0.749137, 5.103500)  0.3446
C (-0.740232, -4.547959, -5.167965)  -1.0686
H (-5.693353, 3.956577, -1.017423)  0.2947
H (-2.638318, -2.500603, -3.465645)  0.3600
C (6.628114, 3.626637, -3.424961)  -0.9467
H (-1.143320, 0.443717, 0.596561)  0.2520
H (5.157361, 2.071179, -3.573427)  0.3169
H (-6.553285, 0.972197, 0.936394)  0.3368
C (-4.901306, 3.242700, -0.763489)  -0.2921
O (6.120770, 2.140619, -5.322855)  -0.4751
C (-2.400844, -0.241877, 2.201726)  -1.0591
O (1.872651, -0.939935, 0.676062)  -0.3178
H (0.332789, -4.616518, -5.350052)  0.2950
H (0.133939, -2.100027, -2.219094)  0.0899
H (5.554471, 1.495948, -1.259117)  -0.1172
C (-1.194617, -0.388318, 1.298592)  0.3925
H (-2.297801, -2.495785, -1.734848)  0.2601
H (6.017585, 4.411360, -3.873610)  0.2977
H (-3.188719, 3.118337, 0.544261)  0.1050
H (-8.072576, 2.627930, -0.184465)  0.3016
H (-3.569863, -0.019288, 5.572298)  0.3086
C (6.176438, 2.260143, -3.912892)  -0.0905
C (-0.521324, -2.564051, -2.959037)  -0.0762
N (0.115982, -2.849730, 3.846104)  -0.4979
C (8.423340, 1.318247, -5.613055)  -1.0011
H (7.983516, 0.079785, -1.448920)  0.1934
H (-4.485937, 4.132321, 1.181497)  0.2581
C (4.333134, 1.226611, 0.505199)  -1.1921
B (0.952701, -1.288802, 1.646094)  0.6543
H (-1.246187, -5.297193, -5.777120)  0.3968

Cartesian forces, eV/Å:
C -0.1 0.1 0.0
H 0.0 0.0 0.0
O 0.0 0.0 -0.1
H 0.0 0.0 0.1
O 0.0 -0.1 0.1
H 0.0 0.0 0.0
H 0.0 0.0 0.0
H 0.0 0.0 0.0
H 0.0 0.0 0.0
C 0.1 0.0 -0.1
H 0.0 0.0 0.0
O 0.0 0.1 0.0
P 0.3 -0.1 0.2
H 0.0 0.0 0.0
H -0.1 0.1 -0.1
H 0.0 0.0 0.0
H 0.0 -0.1 0.1
H 0.0 0.0 0.0
O 0.0 -0.1 0.0
H 0.0 0.0 0.0
H 0.0 0.0 0.0
H 0.0 0.0 0.0
H 0.6 -0.3 -0.2
H 0.0 0.0 0.0
H 0.1 0.0 0.0
C 0.1 0.1 -0.1
H 0.0 0.0 0.0
H 0.1 -0.1 0.0
H 0.0 0.0 0.0
H 0.0 0.0 0.0
C 0.1 -0.1 -0.2
H 0.0 0.0 0.0
H 0.0 -0.1 0.0
H 0.0 0.0 0.0
C 0.0 -0.1 0.0
C -0.1 0.1 0.0
C -0.1 0.0 0.1
H 0.0 0.0 0.0
H 0.0 0.0 0.0
H 0.0 0.0 0.0
C 0.0 -0.1 -0.1
H -0.1 -0.1 0.0
H 0.0 0.0 0.0
O 0.1 0.0 0.1
H 0.0 0.0 0.0
H 0.0 0.0 0.0
H -0.1 0.0 -0.1
H -0.1 0.0 0.1
C 0.1 0.1 0.0
H 0.0 0.0 0.0
H 0.0 0.0 0.0
C 0.0 -0.1 0.1
H 0.0 0.0 0.0
H 0.0 0.1 -0.1
H 0.0 0.0 0.0
H 0.0 0.0 0.0
C -0.1 -0.1 0.1
H 0.0 0.0 0.0
H 0.0 0.0 0.0
C 0.0 -0.1 0.0
H 0.1 0.1 0.1
C 0.1 0.1 0.0
C -0.1 0.0 0.1
H 0.1 0.0 0.0
H 0.0 0.0 0.0
C -0.1 0.1 0.0
H 0.0 0.0 0.0
H 0.0 0.0 0.0
C 0.0 0.1 0.0
H 0.0 0.0 0.0
H 0.0 0.0 0.0
C 0.1 0.0 -0.1
H 0.0 0.0 -0.1
H 0.0 0.0 0.0
H 0.0 0.0 0.0
C 0.1 0.1 0.0
O -0.1 0.0 0.0
C 0.0 0.2 0.0
O -0.8 0.3 -0.3
H 0.0 0.0 0.0
H 0.0 0.0 0.0
H 0.0 0.0 0.0
C 0.0 0.3 0.0
H 0.0 0.0 0.0
H 0.0 0.0 0.0
H 0.0 0.0 0.0
H 0.0 0.0 0.0
H 0.0 0.0 0.0
C 0.0 0.0 0.1
C -0.1 0.1 0.0
N -0.1 0.0 -0.2
C 0.0 0.0 0.1
H 0.0 0.0 0.0
H 0.0 0.0 0.0
C 0.2 -0.1 0.0
B 0.1 0.0 0.4
H 0.0 0.0 0.0